[1]
{"formula": "C32H36N5PRuS3SeSi", "method": "ωB97M-V/def2-TZVPD", "symbols": ["Ru", "C", "C", "C", "C", "C", "C", "N", "N", "Si", "C", "C", "C", "H", "H", "H", "H", "H", "H", "H", "H", "H", "H", "H", "H", "H", "H", "H", "C", "N", "C", "Se", "N", "C", "C", "C", "C", "C", "C", "H", "H", "H", "H", "H", "H", "H", "H", "S", "C", "C", "N", "C", "H", "H", "H", "S", "P", "S", "C", "C", "C", "C", "C", "C", "C", "C", "C", "C", "C", "C", "H", "H", "H", "H", "H", "H", "H", "H", "H", "H"], "positions_angstrom": [[11.779, 10.757, 13.564], [15.425, 11.899, 11.654], [15.174, 10.617, 12.266], [16.191, 9.697, 12.158], [16.020, 8.498, 12.773], [14.879, 8.175, 13.434], [13.954, 9.177, 13.546], [14.039, 10.378, 12.959], [12.760, 9.091, 14.291], [12.474, 8.055, 15.696], [10.865, 8.545, 16.521], [12.354, 6.190, 15.104], [13.782, 8.344, 17.023], [15.865, 12.662, 12.377], [14.484, 12.354, 11.282], [16.084, 11.871, 10.831], [17.107, 9.931, 11.726], [16.880, 7.812, 12.728], [14.822, 7.233, 13.924], [9.989, 8.261, 15.948], [10.907, 9.686, 16.684], [10.859, 8.086, 17.517], [12.729, 5.518, 15.853], [12.869, 6.023, 14.189], [11.296, 5.963, 15.114], [14.822, 8.212, 16.709], [13.774, 7.480, 17.764], [13.648, 9.286, 17.587], [9.865, 12.003, 9.354], [8.916, 11.622, 10.486], [8.994, 10.562, 11.315], [10.521, 9.383, 11.495], [7.891, 10.516, 12.090], [7.025, 11.551, 11.770], [5.726, 11.831, 12.149], [5.053, 12.899, 11.514], [5.852, 13.765, 10.699], [7.201, 13.505, 10.355], [7.723, 12.327, 10.827], [10.296, 12.971, 9.595], [9.403, 11.887, 8.419], [10.629, 11.270, 9.417], [7.713, 9.730, 12.610], [5.244, 11.123, 12.822], [3.950, 13.204, 11.809], [5.443, 14.705, 10.392], [7.807, 14.104, 9.694], [7.551, 13.345, 14.542], [7.353, 11.870, 15.389], [8.416, 11.059, 15.296], [9.437, 11.558, 14.442], [9.052, 12.751, 14.012], [6.603, 11.787, 16.094], [8.647, 10.051, 15.671], [9.684, 13.355, 13.343], [11.948, 12.972, 12.432], [12.460, 13.569, 14.272], [12.812, 12.030, 15.591], [13.954, 14.520, 14.126], [14.405, 14.883, 15.399], [15.522, 15.696, 15.498], [16.200, 16.091, 14.322], [15.720, 15.722, 13.088], [14.614, 14.816, 12.971], [11.281, 14.774, 14.817], [11.099, 15.879, 13.982], [10.307, 16.897, 14.417], [9.716, 16.796, 15.732], [9.969, 15.749, 16.567], [10.747, 14.630, 16.089], [13.803, 14.498, 16.283], [15.959, 15.997, 16.483], [17.033, 16.752, 14.401], [16.267, 15.935, 12.104], [14.326, 14.621, 11.973], [11.556, 15.811, 12.992], [10.201, 17.773, 13.701], [9.150, 17.658, 16.092], [9.536, 15.748, 17.562], [10.965, 13.735, 16.669]], "forces_ev_per_a": [[-0.5, -0.7, 0.4], [-1.2, 3.4, 0.5], [-0.2, -0.3, 0.3], [-1.3, -0.1, 0.9], [2.0, -1.5, -0.4], [0.5, -0.1, 0.3], [-2.4, 0.1, 1.4], [1.6, -0.4, -0.9], [0.3, -0.1, -0.5], [0.3, -1.1, -0.1], [0.6, 1.7, 0.1], [-0.3, 1.8, 1.6], [0.4, -1.3, 0.9], [-0.6, -1.1, -0.6], [0.4, -0.2, 0.3], [0.9, -0.4, -0.9], [1.3, 0.5, -0.9], [-0.6, 0.0, 0.1], [-0.4, -0.5, 0.4], [-0.2, 0.0, 0.0], [-0.3, -1.6, -0.2], [-0.2, 0.0, -0.2], [0.6, -0.3, 0.4], [0.0, -0.3, -0.9], [-0.3, -0.1, -0.7], [0.0, 0.6, -0.4], [-0.6, 1.0, -0.6], [0.2, -0.4, -0.4], [-0.5, -0.3, 3.1], [-0.5, 0.9, 0.0], [1.4, -0.4, -0.2], [-1.2, 0.8, 0.1], [0.7, 1.5, -1.9], [0.5, 0.5, -0.8], [-1.0, -0.2, -0.6], [0.1, 1.0, 0.9], [0.3, -0.5, 0.5], [-1.3, -0.3, 0.0], [0.3, -1.1, -0.1], [-0.2, 0.1, -0.3], [-0.9, 0.3, -1.1], [0.9, -0.6, 0.1], [-0.5, -1.9, 1.6], [-0.2, 0.4, 0.0], [2.5, -0.8, -0.8], [-0.3, 0.2, -0.3], [-0.3, 0.4, -0.1], [0.5, -0.6, 0.1], [0.6, 0.4, 0.1], [2.2, -0.7, -1.5], [-1.4, 1.2, 0.2], [1.1, -0.2, -0.5], [-1.7, -0.4, 1.0], [-0.7, 0.8, 0.3], [-0.5, -0.5, 0.3], [-0.2, -0.2, -0.8], [0.8, -1.0, 0.1], [-0.7, 0.8, -0.7], [-0.3, -0.8, 0.8], [0.0, 0.4, 0.8], [0.7, 0.0, 0.6], [-1.0, 0.0, 0.4], [0.3, -1.5, -1.9], [1.7, 2.7, 0.7], [0.0, -0.7, 1.2], [-0.1, -0.8, -0.1], [-0.6, 1.0, 0.0], [0.6, 1.6, -1.5], [0.5, -1.9, -0.2], [-0.7, 2.0, -0.1], [1.1, 0.8, -1.0], [-0.6, -0.3, -1.0], [0.6, 0.3, 0.0], [-0.8, 0.1, 1.8], [-0.7, -0.7, -0.6], [-0.1, 0.5, 0.2], [-0.3, -1.0, 1.4], [0.0, -0.4, -0.1], [0.1, -0.1, -0.1], [-0.1, 0.3, 0.0]], "mulliken_charge": [0.8999, -1.3502, 0.5076, -0.9006, -0.5798, -0.8749, 0.2913, 0.6629, 0.4570, -0.0408, -0.9495, -1.2774, -1.0438, 0.2008, 0.0683, 0.6203, 0.5115, 0.3714, 0.4564, 0.2902, 0.1330, 0.3915, 0.4080, 0.3839, 0.3548, 0.3788, 0.3629, 0.2694, -1.1228, 0.2371, -0.4401, -0.2741, 0.3514, 0.2213, -0.7316, -0.6106, -0.5216, -0.8348, 0.9278, 0.4004, 0.3727, 0.3441, 0.2292, 0.4597, 0.2806, 0.4354, 0.4900, -0.0783, -0.5119, -1.0218, 0.7762, -0.0945, 0.6509, 0.2474, 0.0220, -0.7160, 0.8330, -0.4912, 0.9916, -0.4479, -0.6067, -0.5086, -0.6112, -0.7383, 0.3108, -0.3791, -0.5936, -0.4636, -0.8530, -0.0797, 0.3038, 0.3465, 0.4384, 0.2781, 0.6516, 0.4379, 0.3451, 0.4318, 0.4296, 0.4835], "total_energy_ev": -158814.82042, "homo_ha": [-0.343, -0.381], "charge": 1, "e_above_lowest_ev": 1.2381, "spin_multiplicity": 6, "homo_lumo_gap_ev": [7.30, 6.56]}

[2]
{"formula": "C32H36N8O2Sr", "method": "ωB97M-V/def2-TZVPD", "symbols": ["Sr", "C", "N", "C", "C", "C", "N", "C", "C", "C", "C", "C", "C", "C", "O", "C", "C", "C", "N", "C", "C", "C", "C", "C", "C", "C", "O", "H", "H", "H", "H", "H", "H", "H", "H", "H", "H", "H", "H", "H", "H", "H", "H", "H", "H", "H", "H", "H", "H", "H", "H", "H", "C", "C", "N", "C", "C", "N", "C", "N", "N", "N", "C", "C", "C", "C", "C", "C", "H", "H", "H", "H", "H", "H", "H", "H", "H", "H", "H"], "positions_angstrom": [[-0.124, -0.818, -0.838], [-2.320, -2.835, -2.076], [-1.449, -1.891, -2.788], [-0.586, -2.585, -3.764], [0.324, -3.704, -3.242], [1.430, -3.322, -2.250], [0.872, -3.044, -0.938], [1.111, -3.835, 0.034], [0.556, -3.754, 1.379], [0.957, -4.758, 2.275], [0.475, -4.828, 3.561], [-0.451, -3.859, 3.970], [-0.870, -2.861, 3.124], [-0.381, -2.755, 1.796], [-0.776, -1.814, 1.013], [-2.230, -0.831, -3.463], [-1.682, 0.608, -3.371], [-0.250, 0.864, -3.866], [0.733, 0.440, -2.865], [1.973, 0.652, -3.086], [3.092, 0.242, -2.240], [4.351, 0.228, -2.863], [5.476, -0.249, -2.232], [5.345, -0.728, -0.922], [4.139, -0.702, -0.264], [2.966, -0.191, -0.876], [1.854, -0.127, -0.230], [-2.967, -3.394, -2.767], [-2.949, -2.296, -1.367], [-1.719, -3.537, -1.504], [0.044, -1.829, -4.236], [-1.225, -3.010, -4.554], [0.803, -4.117, -4.135], [-0.267, -4.518, -2.814], [1.945, -2.425, -2.617], [2.180, -4.122, -2.201], [1.780, -4.692, -0.135], [1.671, -5.497, 1.924], [0.798, -5.607, 4.237], [-0.849, -3.895, 4.979], [-1.581, -2.112, 3.449], [-3.231, -0.824, -3.026], [-2.361, -1.100, -4.520], [-1.758, 0.976, -2.345], [-2.363, 1.230, -3.958], [-0.130, 1.932, -4.069], [-0.082, 0.343, -4.816], [2.276, 1.139, -4.025], [4.420, 0.591, -3.884], [6.434, -0.258, -2.733], [6.214, -1.123, -0.409], [4.048, -1.060, 0.754], [0.652, 2.789, 0.741], [-0.799, 2.537, 0.528], [-1.344, 1.394, 0.180], [-2.706, 1.619, 0.126], [-2.982, 2.905, 0.450], [-1.755, 3.493, 0.698], [-1.556, 4.849, 1.146], [-1.032, 4.905, 2.487], [0.090, 5.633, 2.711], [0.406, 5.563, 3.946], [-0.500, 4.729, 4.574], [-0.562, 4.314, 5.909], [-1.581, 3.460, 6.249], [-2.521, 3.020, 5.286], [-2.473, 3.421, 3.973], [-1.431, 4.300, 3.640], [1.212, 1.895, 0.470], [0.856, 3.036, 1.784], [1.002, 3.625, 0.131], [-3.403, 0.833, -0.114], [-3.903, 3.455, 0.526], [-2.520, 5.355, 1.081], [-0.832, 5.379, 0.529], [0.169, 4.654, 6.629], [-1.670, 3.106, 7.267], [-3.300, 2.336, 5.596], [-3.184, 3.058, 3.245]], "forces_ev_per_a": [[-1.5, 1.0, -0.2], [0.0, 0.0, -0.2], [-0.1, -0.2, -0.3], [0.1, 0.0, 0.1], [0.0, 0.0, 0.0], [-0.1, 0.0, 0.1], [0.1, -0.5, -0.2], [-0.1, 0.0, 0.1], [0.2, -0.1, -0.2], [0.0, 0.0, 0.1], [0.0, 0.1, -0.1], [0.0, 0.0, 0.1], [0.1, 0.0, 0.0], [0.0, 0.0, -0.2], [-0.5, -0.9, 1.4], [0.2, 0.0, -0.1], [0.2, -0.2, -0.1], [0.1, -0.1, 0.1], [0.0, 0.1, -0.4], [0.2, -0.1, 0.1], [-0.2, 0.0, -0.2], [0.1, 0.0, 0.0], [-0.1, 0.0, 0.0], [0.0, 0.0, 0.0], [0.1, 0.1, 0.0], [-0.1, 0.1, -0.2], [1.7, 0.5, 0.2], [0.0, 0.0, 0.0], [0.0, 0.0, 0.0], [0.0, 0.0, 0.0], [0.0, 0.0, 0.0], [0.0, 0.0, 0.0], [0.0, 0.0, 0.0], [0.0, 0.0, 0.0], [0.0, 0.0, 0.0], [0.0, -0.1, 0.0], [0.0, 0.0, 0.0], [0.0, 0.0, 0.0], [0.0, 0.0, 0.0], [0.0, 0.0, 0.0], [0.0, 0.0, 0.0], [0.0, 0.0, 0.0], [0.0, 0.0, 0.0], [0.0, 0.0, 0.0], [0.0, 0.0, 0.0], [-0.1, 0.0, 0.0], [0.0, 0.0, 0.0], [0.0, 0.0, 0.0], [0.0, 0.0, 0.0], [0.0, 0.0, 0.0], [0.0, 0.0, 0.0], [0.0, 0.0, 0.0], [0.0, 0.0, -0.1], [0.2, 0.0, 0.0], [-0.3, 0.2, -0.1], [0.0, -0.1, 0.1], [0.1, 0.1, 0.0], [-0.1, 0.0, 0.0], [0.0, -0.1, 0.1], [0.2, 0.0, -0.1], [-0.1, 0.2, 0.1], [0.0, -0.2, -0.2], [0.2, 0.2, 0.3], [0.0, 0.0, 0.0], [-0.1, 0.0, -0.1], [0.0, 0.0, 0.1], [0.1, 0.1, 0.0], [-0.3, -0.2, -0.1], [0.0, 0.0, 0.0], [0.0, 0.0, 0.0], [0.0, 0.0, 0.0], [0.0, 0.0, 0.0], [0.0, 0.0, 0.0], [0.0, 0.0, 0.0], [0.0, 0.0, 0.0], [0.0, 0.0, 0.0], [0.0, 0.0, 0.0], [0.0, 0.0, 0.0], [0.0, 0.0, 0.0]], "mulliken_charge": [2.3363, -1.3881, 1.1791, -1.0093, -1.1811, -0.7456, 0.4461, -0.7437, 0.7781, -0.7373, -0.8375, -0.3723, -1.0012, 0.4054, -0.4701, -1.1841, 0.1222, -1.4891, 0.8007, -1.2462, 0.9877, -0.8231, -0.7489, -0.5203, -0.4802, 0.3925, -0.9375, 0.2974, 0.4057, 0.3314, 0.2772, 0.3502, 0.4963, 0.3349, -0.0155, 0.5578, 0.1045, 0.3295, 0.3848, 0.3742, 0.3973, 0.5372, 0.2842, -0.4431, 0.5274, 0.6455, 0.4666, 0.2488, 0.3213, 0.3895, 0.3964, 0.4933, -0.7818, 0.5640, 0.4374, -0.8973, -0.8960, 0.2366, -1.0122, 0.7774, -0.6298, -0.5580, 0.2574, -0.7242, -0.5007, -0.6489, -0.7086, 1.2890, -0.2301, 0.2444, 0.3754, 0.5890, 0.4702, 0.3626, 0.3898, 0.4281, 0.3769, 0.3856, 0.3786], "total_energy_ev": -50622.24976, "homo_ha": -0.255, "charge": 0, "e_above_lowest_ev": 0.7273, "homo_lumo_gap_ev": 7.20}

[3]
{"formula": "C32H37ClCuN2Si2", "method": "ωB97M-V/def2-TZVPD", "symbols": ["C", "C", "C", "H", "C", "C", "H", "H", "H", "H", "Cu", "Si", "C", "C", "H", "C", "H", "C", "H", "C", "H", "C", "H", "C", "C", "H", "C", "H", "C", "H", "C", "H", "C", "H", "H", "Si", "C", "C", "H", "C", "H", "C", "H", "C", "H", "C", "H", "C", "C", "H", "C", "H", "C", "H", "C", "H", "C", "H", "H", "Cl", "N", "C", "C", "C", "N", "H", "H", "H", "H", "H", "H", "H", "H", "H", "H"], "positions_angstrom": [[-2.085, -2.429, 4.690], [-2.915, -1.652, 3.841], [-2.731, -2.113, 2.499], [-3.649, -0.908, 4.161], [-1.749, -3.175, 2.535], [-1.350, -3.345, 3.893], [-0.676, -4.122, 4.262], [-2.066, -2.375, 5.781], [-3.328, -1.827, 1.634], [-1.472, -3.815, 1.698], [-0.731, -1.187, 1.981], [2.612, 1.817, -0.209], [1.634, 3.208, -1.022], [1.861, 3.576, -2.351], [2.632, 3.067, -2.933], [1.074, 4.558, -2.958], [1.231, 4.797, -4.011], [0.073, 5.209, -2.232], [-0.557, 5.957, -2.715], [-0.107, 4.898, -0.881], [-0.874, 5.409, -0.297], [0.692, 3.925, -0.271], [0.566, 3.714, 0.796], [1.142, 0.459, 0.223], [-0.238, 0.789, 0.458], [-0.523, 1.841, 0.445], [-1.339, -0.159, 0.370], [-2.354, 0.211, 0.251], [-1.069, -1.605, 0.122], [-1.786, -2.314, -0.253], [0.349, -1.943, 0.480], [0.619, -2.997, 0.467], [1.398, -0.959, 0.275], [2.410, -1.324, 0.086], [2.860, 1.653, 1.286], [-0.059, -0.637, -0.898], [0.274, -1.940, -2.351], [-0.835, -2.546, -2.930], [-1.849, -2.209, -2.693], [-0.662, -3.575, -3.864], [-1.533, -4.038, -4.327], [0.629, -4.006, -4.195], [0.768, -4.810, -4.920], [1.739, -3.403, -3.596], [2.749, -3.731, -3.845], [1.561, -2.368, -2.664], [2.444, -1.903, -2.219], [-0.560, 0.464, -2.433], [-1.832, 1.029, -2.533], [-2.612, 0.818, -1.796], [-2.143, 1.874, -3.606], [-3.139, 2.312, -3.676], [-1.185, 2.154, -4.583], [-1.425, 2.808, -5.423], [0.095, 1.602, -4.471], [0.860, 1.826, -5.215], [0.406, 0.783, -3.383], [1.418, 0.377, -3.307], [3.562, 2.595, 0.299], [3.752, 0.766, -1.598], [-0.980, 0.516, 3.170], [0.288, 1.170, 3.568], [0.991, 0.399, 4.673], [1.090, -1.112, 4.512], [1.035, -1.533, 3.093], [-1.543, 0.244, 3.976], [-1.566, 1.142, 2.618], [0.914, 1.251, 2.673], [0.056, 2.187, 3.914], [2.006, 0.802, 4.775], [0.484, 0.602, 5.624], [2.035, -1.475, 4.942], [0.274, -1.619, 5.035], [1.149, -2.544, 2.997], [1.791, -1.109, 2.554]], "forces_ev_per_a": [[-0.2, 0.0, -0.5], [-0.1, -0.9, -0.1], [0.2, -0.3, 0.8], [0.3, -0.2, -0.1], [-0.4, 0.2, 0.8], [-0.7, 0.0, -0.2], [-0.2, 0.3, -0.1], [0.1, 0.1, -0.4], [0.1, -0.1, 0.3], [-0.1, 0.1, 0.2], [0.0, -0.4, 3.6], [-2.1, -0.9, 0.5], [-0.4, -0.4, 0.3], [-0.4, 0.1, -0.1], [-0.3, 0.1, 0.1], [0.1, 0.0, 0.2], [0.0, 0.0, 0.3], [0.1, -0.2, 0.1], [0.2, -0.2, 0.2], [0.2, 0.0, 0.1], [0.2, -0.1, -0.2], [-0.4, 0.2, -0.5], [0.0, 0.1, -0.3], [-0.3, 0.1, -0.7], [-1.1, 0.4, 0.3], [0.0, -0.3, -0.3], [-0.9, 2.5, 2.2], [0.3, -0.1, 0.2], [-0.8, -1.5, 0.2], [0.0, 0.0, 0.3], [1.6, -0.7, 1.3], [-0.1, 0.3, -0.1], [0.3, -1.7, 0.7], [-0.3, 0.0, 0.0], [-1.2, -1.3, 1.4], [2.3, 1.3, -13.4], [0.6, -0.2, 2.1], [0.2, -0.6, -0.7], [0.2, -0.1, -0.1], [0.1, 0.2, 0.2], [0.2, 0.1, 0.1], [0.0, 0.1, 0.1], [0.0, 0.2, 0.2], [-0.1, 0.2, 0.0], [-0.3, 0.0, 0.0], [0.0, -0.8, -0.8], [-0.3, -0.1, 0.0], [-0.4, 0.8, 1.9], [0.0, 0.4, -0.7], [0.2, 0.1, -0.2], [0.0, -0.1, -0.1], [0.2, -0.1, 0.0], [0.1, -0.1, 0.2], [0.0, -0.2, 0.3], [-0.2, -0.1, 0.3], [-0.2, 0.0, 0.2], [0.0, 0.1, -0.7], [-0.3, 0.1, 0.0], [4.1, 3.2, -0.4], [-0.2, -0.6, -0.1], [-0.3, 0.3, 0.6], [-0.6, 0.2, -0.2], [0.3, 0.3, 0.4], [0.2, -0.7, -0.2], [0.2, 0.0, 0.0], [0.1, 0.0, 0.0], [0.2, 0.0, 0.3], [0.0, 0.0, 0.2], [0.4, -0.1, 0.0], [-0.2, 0.1, -0.1], [0.1, 0.0, -0.1], [-0.2, 0.2, 0.1], [0.1, 0.1, -0.3], [0.0, 0.2, 0.3], [0.0, 0.0, 0.3]], "mulliken_charge": [-0.5212, -1.5019, -0.1106, 0.5217, -0.0285, -1.2682, 0.4853, 0.4536, 0.6479, 0.6839, -1.4018, 0.5433, 0.2759, -0.3684, 0.3594, -0.3819, 0.4069, -0.5724, 0.3762, -0.6097, 0.3964, -0.2985, 0.4906, 0.2298, -0.3199, 0.1296, 0.2351, 0.9015, -0.1344, 1.1519, 0.2018, 0.6743, -1.2360, 0.5215, -0.2632, 0.2556, 0.6204, -0.4441, 0.3137, -0.8467, 0.4164, -0.5683, 0.3765, -0.7671, 0.4204, -0.1089, 0.1910, 0.2211, -0.4758, 0.1522, -0.8122, 0.4281, -0.5901, 0.3836, -0.9610, 0.4274, 0.1595, 0.3326, -0.3868, -0.3667, -0.2762, -0.2165, -0.7511, -0.7906, -0.2168, 0.3700, 0.3151, -0.0102, 0.4592, 0.3318, 0.3401, 0.4208, 0.2984, 0.2976, 0.3877], "total_energy_ev": -109671.75980, "homo_ha": [-0.252, -0.251], "charge": 0, "spin_multiplicity": 2, "homo_lumo_gap_ev": [5.53, 5.39]}

- Which formula does entry 3 have?
  C32H37ClCuN2Si2